No. 1
Formula: C7H31NO7
Source: OMol25
Level of theory: ωB97M-V with the def2-TZVPD basis set

Last column: Mulliken spin population.
Positions of all 46 atoms, in Å:
C: -0.894 2.242 1.197  -0.0006
C: -0.857 1.944 -0.345  -0.0889
C: -2.298 2.239 -0.868  0.0128
C: -2.589 1.207 -1.926  0.1912
C: -0.745 0.943 1.948  0.5527
N: 0.710 0.782 2.269  -0.7659
C: 0.888 0.402 3.691  0.3427
C: 1.369 -0.309 1.554  0.4908
H: -0.151 2.895 1.595  0.0054
H: -1.798 2.844 1.357  0.0011
H: -0.573 0.938 -0.690  0.0446
H: -0.064 2.473 -0.847  0.0497
H: -2.339 3.250 -1.265  0.0024
H: -2.938 2.249 0.057  -0.0311
H: -3.489 1.534 -2.467  -0.0115
H: -1.915 1.438 -2.759  -0.0079
H: -2.529 0.136 -1.771  -0.0623
H: -1.347 0.173 1.538  -0.1728
H: -1.277 1.237 2.904  0.0767
H: 0.361 -0.374 4.210  -0.2413
H: 0.742 1.393 4.220  0.0464
H: 1.977 0.197 3.868  0.0586
H: 0.921 -1.322 1.786  0.1837
H: 2.500 -0.227 1.872  0.0073
H: 1.468 -0.329 0.482  -0.0084
H: -1.608 -3.276 1.857  0.0309
H: -0.012 -3.167 2.002  0.1948
O: -0.767 -3.834 1.826  -0.3729
H: 1.324 3.255 -0.164  0.0025
H: 1.722 2.476 1.107  0.0216
O: 1.978 3.150 0.461  -0.0172
H: 3.171 2.545 -1.123  0.0086
H: 3.727 1.511 -0.235  -0.0035
O: 3.607 1.718 -1.192  -0.0012
H: -1.706 -3.842 -0.842  -0.0102
H: -0.721 -4.150 -1.991  -0.0067
O: -1.616 -3.743 -1.832  0.1704
H: 2.595 -2.131 -3.425  0.0069
H: 1.516 -1.347 -2.723  0.0227
O: 1.726 -2.260 -3.069  -0.0678
H: -1.382 -0.663 -3.988  -0.0240
H: -0.179 -1.575 -3.565  -0.0020
O: -0.506 -0.648 -3.563  0.1138
H: -0.002 -4.235 -0.017  0.0389
H: 1.087 -3.624 -0.950  0.0295
O: 0.911 -4.117 -0.185  0.1894

Forces on atoms 1 to 2 (eV/Å):
C 0.023 -0.465 -1.944
C -0.478 0.733 0.608

Properties
E_tot (eV): -23581.391
Expectation value of S²: 0.751
Maximum force (eV/Å): 4.2
Energy above the lowest of the compared OMol25 structures with the same formula, charge and spin (kJ/mol): 191.5
Orbital gap (alpha / beta) (eV): 2.5 / 9.4
Spin multiplicity: 2
Total charge: -1

---

No. 2
Formula: C4H6O2
Source: OMol25
Level of theory: ωB97M-V with the def2-TZVPD basis set

Last column: natural (NBO) charge in e.
Positions of all 12 atoms, in Å:
O: -1.208 1.766 1.604  -0.5074
C: -0.527 0.845 1.219  0.4387
C: -0.384 0.432 -0.229  -0.3844
C: 1.089 0.132 -0.542  -0.0524
O: 0.932 -1.252 -0.221  -0.5355
C: -0.501 -1.099 -0.388  -0.0594
H: 0.083 0.251 1.935  0.1134
H: -0.942 1.128 -0.861  0.2316
H: 1.313 0.354 -1.599  0.1793
H: 1.852 0.544 0.113  0.1873
H: -1.143 -1.586 0.362  0.1888
H: -0.563 -1.516 -1.393  0.1999

Forces on atoms 1 to 2 (eV/Å):
O 0.327 -0.485 -0.267
C -0.246 0.279 0.053

Properties
E_tot (eV): -8338.188
Maximum force (eV/Å): 1.6
Energy above the lowest of the compared OMol25 structures with the same formula, charge and spin (kJ/mol): 219.3
Orbital gap (eV): 10.7

---

No. 3
Formula: C3H7NO
Source: OMol25
Level of theory: ωB97M-V with the def2-TZVPD basis set

Last column: natural (NBO) charge in e.
Positions of all 12 atoms, in Å:
N: 1.641 -0.415 0.238  -0.8201
C: 0.366 -0.201 -0.401  -0.1053
C: -0.235 1.115 0.031  -0.4430
C: -0.870 -0.124 0.504  0.0617
O: -2.163 -0.365 -0.070  -0.6971
H: 2.303 0.148 -0.319  0.3522
H: 2.020 -1.359 0.071  0.3535
H: 0.190 -0.512 -1.419  0.1897
H: -0.738 1.733 -0.750  0.2285
H: 0.359 1.719 0.729  0.2253
H: -0.674 -0.396 1.534  0.1876
H: -2.200 -1.341 -0.147  0.4670

Forces on atoms 1 to 2 (eV/Å):
N 1.151 -0.580 -1.120
C -0.730 0.492 0.907

Properties
E_tot (eV): -6760.696
Maximum force (eV/Å): 1.8
Energy above the lowest of the compared OMol25 structures with the same formula, charge and spin (kJ/mol): 198.2
SMILES: N[C@@H]1C[C@H]1O
Orbital gap (eV): 10.5

---

No. 4
Formula: C16H32O4
Source: OMol25
Level of theory: ωB97M-V with the def2-TZVPD basis set

Last column: natural (NBO) charge in e.
Positions of all 52 atoms, in Å:
C: 3.324 0.880 1.527  -0.4375
C: 2.190 0.893 2.570  -0.4306
C: 0.935 0.879 1.662  -0.0703
O: 1.332 1.511 0.454  -0.5497
C: 2.731 1.599 0.311  -0.0610
H: 3.596 -0.146 1.268  0.2031
H: 4.243 1.302 1.934  0.2164
H: 2.206 1.766 3.216  0.2054
H: 2.149 -0.005 3.186  0.2163
H: 0.158 1.487 2.136  0.1761
H: 0.483 -0.081 1.410  0.1927
H: 3.030 2.653 0.288  0.1667
H: 3.028 1.131 -0.630  0.1740
C: -0.349 4.344 -1.028  -0.4335
C: -1.514 3.358 -1.106  -0.4437
C: -2.306 3.855 -2.334  -0.0687
O: -1.366 4.561 -3.168  -0.5455
C: -0.281 5.066 -2.388  -0.0682
H: 0.615 3.856 -0.886  0.2174
H: -0.453 5.028 -0.183  0.2020
H: -2.176 3.423 -0.242  0.2091
H: -1.045 2.374 -1.106  0.2247
H: -3.056 4.607 -2.090  0.1668
H: -2.715 3.035 -2.918  0.1902
H: -0.443 6.132 -2.231  0.1670
H: 0.648 4.804 -2.884  0.1799
C: 1.623 -2.242 -2.945  -0.4294
C: 1.345 -1.390 -1.730  -0.4374
C: 1.182 -2.436 -0.623  -0.0844
O: 0.676 -3.610 -1.318  -0.5580
C: 0.612 -3.369 -2.729  -0.0616
H: 2.563 -2.791 -2.882  0.2060
H: 1.427 -1.749 -3.896  0.2185
H: 0.475 -0.748 -1.856  0.2165
H: 2.200 -0.726 -1.567  0.2115
H: 0.375 -2.172 0.056  0.1995
H: 2.085 -2.719 -0.082  0.1750
H: -0.445 -3.139 -2.913  0.1610
H: 0.857 -4.239 -3.341  0.1800
C: -2.253 -3.902 2.089  -0.4272
C: -3.320 -2.914 2.520  -0.4367
C: -2.706 -1.522 2.189  -0.0728
O: -1.358 -1.748 1.821  -0.5307
C: -0.967 -3.031 2.199  -0.0695
H: -2.405 -4.072 1.018  0.1991
H: -2.058 -4.874 2.539  0.2198
H: -3.568 -3.016 3.584  0.1983
H: -4.281 -3.156 2.061  0.2142
H: -2.968 -0.872 3.022  0.1795
H: -3.259 -1.214 1.298  0.1795
H: -0.527 -3.140 3.199  0.1556
H: -0.270 -3.523 1.518  0.1948

Forces on atoms 1 to 2 (eV/Å):
C 0.268 -0.382 0.509
C -0.646 -0.976 -0.926

Properties
E_tot (eV): -25298.080
Maximum force (eV/Å): 2.7
Energy above the lowest of the compared OMol25 structures with the same formula, charge and spin (kJ/mol): 96.6
SMILES: C1CCOC1.C1CCOC1.C1CCOC1.C1CCOC1
Orbital gap (eV): 10.1